(1)
ORCA calculation (wB97M-V/def2-TZVPD) on a molecular structure, C24H44Cl3N2O4SiTi at a distorted geometry.

Each line ends with the Mulliken charge.
Positions of all 79 atoms, in Å:
C  -3.092  2.237  2.870  -1.304
C  -4.069  2.329  1.741  0.213
H  -2.953  3.209  3.358  0.380
H  -2.118  1.875  2.505  0.178
H  -3.465  1.520  3.623  0.253
C  -4.961  3.325  1.587  0.193
C  -5.161  4.404  2.590  -1.434
H  -5.595  3.360  0.703  0.312
H  -4.227  4.804  2.998  0.377
H  -5.786  4.085  3.432  0.267
H  -5.688  5.215  2.088  0.378
Ti  3.007  -1.201  1.109  0.321
Cl  3.339  -3.295  1.876  -0.517
Cl  1.108  -0.831  2.301  -0.435
C  1.306  -2.724  -0.519  -0.056
O  2.174  -1.782  -0.630  0.099
N  0.668  -3.171  -1.583  0.329
C  0.893  -2.509  -2.869  -0.909
C  -0.458  -4.090  -1.417  -0.800
H  1.086  -3.168  0.460  0.436
H  1.931  -2.177  -2.963  0.238
H  0.220  -1.645  -2.993  0.134
H  0.672  -3.235  -3.660  0.461
H  -0.356  -4.592  -0.447  0.323
H  -0.443  -4.834  -2.220  0.315
H  -1.415  -3.546  -1.441  0.265
H  3.991  2.944  2.930  0.332
H  1.966  2.254  1.133  0.313
C  4.646  3.047  2.049  -0.893
C  2.722  2.744  0.496  -1.049
N  4.071  2.354  0.898  0.271
H  5.632  2.641  2.290  0.296
C  4.519  1.154  0.504  0.002
O  3.756  0.290  -0.063  -0.513
H  2.553  2.474  -0.554  0.313
H  5.566  0.919  0.707  0.299
H  4.732  4.115  1.802  0.334
H  2.659  3.828  0.619  0.363
O  -2.665  1.387  0.066  -0.217
C  -3.918  1.201  0.728  0.141
C  -5.447  1.805  -1.318  0.065
C  -5.164  1.040  -0.176  0.330
H  -4.701  2.514  -1.693  0.479
C  -6.699  1.663  -1.935  -0.831
H  -3.837  0.282  1.346  0.293
C  -6.121  0.144  0.329  -0.471
H  -6.933  2.259  -2.816  0.392
C  -7.659  0.801  -1.405  -0.417
C  -7.373  0.033  -0.273  -0.632
H  -5.869  -0.421  1.235  0.344
H  -8.642  0.725  -1.862  0.374
H  -8.123  -0.629  0.164  0.381
Si  -1.629  0.671  -1.037  -0.249
Cl  4.059  -0.108  2.923  -0.484
C  -1.467  1.835  -2.497  -1.055
C  -2.489  -0.873  -1.668  -0.939
C  -0.032  0.514  -0.140  -0.253
H  -2.476  2.111  -2.830  0.274
H  -0.937  1.351  -3.331  0.337
H  -0.923  2.746  -2.216  0.320
H  0.243  1.464  0.335  -0.045
H  0.824  0.121  -0.698  0.381
H  -0.278  -0.191  0.662  -0.016
H  -3.459  -0.555  -2.074  0.291
H  -2.683  -1.599  -0.868  0.341
H  -1.945  -1.381  -2.477  0.478
C  6.448  -4.096  -0.706  -0.608
C  7.407  -3.319  0.194  -0.563
C  6.502  -2.302  0.901  -0.496
O  5.306  -2.121  0.101  0.304
C  5.305  -3.108  -0.948  -0.230
H  6.902  -4.430  -1.642  0.353
H  6.027  -4.976  -0.197  0.253
H  8.138  -2.790  -0.418  0.272
H  7.964  -3.960  0.890  0.324
H  6.219  -2.672  1.898  0.264
H  6.924  -1.292  1.012  0.147
H  5.461  -2.597  -1.914  0.244
H  4.315  -3.577  -0.955  0.041

Cartesian forces (eV/Å) of the 6 atoms listed first:
0.0 0.0 0.3
-0.5 0.6 -0.8
0.0 -0.3 0.0
-0.3 0.1 0.1
0.2 0.2 -0.1
0.8 -1.1 0.2

Summary:
2S+1 = 2
LUMO (spin up / spin down) = 0.409 / 0.409 eV
Maximum force = 2.69 eV/Å
Net charge = 0
<S²> = 0.753
HOMO energy (spin up / spin down) = -7.160 / -8.487 eV
Frontier orbital gap (spin up / spin down) = 7.569 / 8.896 eV
ΔE to the lowest compared entry with this formula, charge and spin = 0.0 kJ/mol

***

(2)
ORCA calculation (wB97M-V/def2-TZVPD) on 2 unconnected molecules or ions with the total composition C2H7NO2S at a distorted geometry.

Each line ends with the Mulliken charge.
Positions of all 13 atoms, in Å:
C  -1.916  -0.932  -0.452  -1.061
C  -0.970  0.204  -0.034  0.118
N  3.190  0.457  -1.009  -0.454
O  3.372  1.405  1.269  -0.442
O  -0.540  0.219  1.355  -0.514
S  2.683  1.471  0.034  0.617
H  -1.645  -2.057  -0.333  0.284
H  -2.876  -0.814  0.150  0.291
H  -2.289  -0.812  -1.464  0.320
H  -1.579  1.152  -0.053  0.199
H  0.020  0.222  -0.615  0.092
H  3.728  -0.300  -0.813  0.275
H  -1.177  -0.214  1.966  0.275

Cartesian forces (eV/Å) of the 6 atoms listed first:
-1.3 -1.4 1.3
0.3 0.4 0.7
-4.2 4.4 -0.4
0.4 0.5 2.4
-0.2 -1.0 0.2
1.3 -2.3 -3.2

Summary:
LUMO = -0.464 eV
Maximum force = 6.03 eV/Å
Net charge = 0
HOMO energy = -10.338 eV
Frontier orbital gap = 9.874 eV
ΔE to the lowest compared entry with this formula, charge and spin = 255.7 kJ/mol

***

(3)
ORCA calculation (wB97M-V/def2-TZVPD) on C19H20N6O3S in the gas phase at a distorted geometry.

Each line ends with the Mulliken charge.
Positions of all 49 atoms, in Å:
C  0.692  -0.735  -3.012  -0.738
O  -0.346  -0.510  -2.046  -0.372
C  -0.063  -0.320  -0.660  3.919
C  0.918  -1.406  -0.183  -1.050
C  2.209  -1.111  0.232  -0.494
C  2.925  -2.091  0.949  -0.805
C  2.391  -3.374  1.089  -0.589
C  1.197  -3.719  0.439  -0.780
C  0.492  -2.741  -0.265  -0.529
C  0.415  1.124  -0.543  -0.996
N  0.684  1.740  0.644  0.248
C  0.927  1.041  1.905  -0.973
C  0.844  3.114  0.542  -0.019
C  1.125  3.924  1.756  -1.765
C  0.639  3.551  -0.726  1.263
C  0.582  4.961  -1.180  -1.418
S  0.336  2.240  -1.822  -0.061
H  0.145  -0.970  -3.930  0.324
H  1.297  0.169  -3.163  0.272
H  1.340  -1.576  -2.733  0.267
H  2.633  -0.126  0.019  0.740
H  3.882  -1.831  1.408  0.420
H  2.912  -4.120  1.692  0.387
H  0.800  -4.736  0.496  0.392
H  -0.356  -3.005  -0.910  0.446
H  0.621  1.694  2.731  0.491
H  0.333  0.122  1.963  0.432
H  1.994  0.803  2.037  0.379
H  1.414  4.932  1.437  0.416
H  0.253  4.037  2.423  0.320
H  1.956  3.516  2.352  0.392
H  0.669  5.624  -0.314  0.396
H  1.391  5.200  -1.883  0.295
H  -0.374  5.166  -1.681  0.327
O  -2.466  1.374  -1.600  -0.742
N  -2.855  0.212  -1.873  1.230
C  -2.554  -0.803  -0.933  -0.719
C  -1.458  -0.438  0.022  0.235
N  -1.535  -1.419  1.100  0.716
N  -0.805  -1.344  2.252  -0.496
N  -1.155  -2.346  3.006  -0.811
N  -2.110  -3.096  2.400  -0.613
C  -2.355  -2.513  1.204  1.030
C  -3.229  -2.851  0.155  -1.093
C  -3.314  -1.970  -0.909  -0.652
O  -3.510  -0.066  -2.901  -0.753
H  -1.714  0.522  0.498  0.187
H  -3.830  -3.744  0.280  0.450
H  -3.986  -2.106  -1.761  0.494

Cartesian forces (eV/Å) of the 6 atoms listed first:
-0.2 0.0 0.5
0.3 -0.1 -0.4
1.7 -0.6 -1.8
0.0 0.4 -0.8
0.0 -0.6 0.7
-0.1 0.1 -0.4

Summary:
LUMO = -0.769 eV
Maximum force = 2.52 eV/Å
Net charge = 0
HOMO energy = -6.522 eV
Frontier orbital gap = 5.753 eV
ΔE to the lowest compared entry with this formula, charge and spin = 596.8 kJ/mol